No. 1
{"formula": "C12H32BrN2O4", "method": "ωB97M-V/def2-TZVPD", "charge": 1, "total_energy_ha": -3460.6094, "fmax_ev_per_a": 2.3, "lumo_energy_ev": -2.30, "gap_ev": 8.38, "relative_energy_kcal_mol": 14.9, "species": ["Br", "C", "O", "C", "C", "N", "H", "H", "C", "C", "O", "C", "H", "H", "H", "H", "H", "H", "H", "H", "H", "H", "H", "H", "H", "H", "C", "O", "C", "C", "N", "H", "H", "C", "C", "O", "C", "H", "H", "H", "H", "H", "H", "H", "H", "H", "H", "H", "H", "H", "H"], "positions_angstrom": [[-1.5208, -0.0104, -1.8544], [3.0779, -1.6565, 2.0933], [2.8194, -0.9333, 0.9192], [1.4504, -0.7314, 0.6228], [0.7859, -2.0283, 0.2486], [1.6886, -2.7798, -0.7205], [2.6798, -2.6112, -0.5140], [1.4849, -3.7747, -0.7465], [1.5130, -2.2672, -2.1354], [2.6226, -2.8605, -2.9806], [3.8498, -2.5801, -2.3685], [4.8824, -3.4715, -2.7764], [4.0797, -2.0726, 1.9927], [2.4316, -2.5204, 2.3052], [3.0130, -1.0787, 3.0211], [1.3201, -0.0988, -0.2569], [0.9379, -0.2454, 1.4546], [-0.1784, -1.9422, -0.2600], [0.5296, -2.7873, 0.9932], [1.5147, -1.1810, -2.1701], [0.5647, -2.5947, -2.5589], [2.5593, -2.4118, -3.9799], [2.4057, -3.9245, -3.1517], [5.8186, -3.2018, -2.2955], [5.0127, -3.4693, -3.8597], [4.6323, -4.4840, -2.4424], [-3.5649, 4.5745, -1.6585], [-3.7214, 3.7176, -0.5209], [-4.4744, 2.5543, -0.7503], [-4.1664, 1.5706, 0.3551], [-2.7273, 1.7474, 0.7490], [-2.1318, 1.5332, -0.0656], [-2.5553, 2.7409, 0.9204], [-2.3090, 0.8219, 1.8469], [-1.2923, 1.4303, 2.7818], [-0.2304, 2.0031, 2.0698], [0.8036, 2.4978, 2.8746], [-3.9878, 5.5435, -1.4084], [-3.9971, 4.1651, -2.5697], [-2.4953, 4.6858, -1.8330], [-4.1427, 2.0696, -1.6798], [-5.5420, 2.7146, -0.9225], [-4.3178, 0.5242, 0.1008], [-4.7583, 1.7360, 1.2575], [-1.9387, -0.0830, 1.3623], [-3.2226, 0.4840, 2.3335], [-0.8966, 0.6069, 3.3953], [-1.7219, 2.1530, 3.4845], [1.4771, 1.6748, 3.1433], [0.5172, 3.0172, 3.7950], [1.4204, 3.2338, 2.3592]], "forces_ev_per_angstrom": [[0.0, 0.1, 0.5], [0.3, -0.7, 0.9], [-0.3, 0.1, -0.5], [-0.2, -0.1, 0.2], [-0.7, -2.2, -0.3], [-0.8, 1.3, -1.1], [0.1, -0.1, 0.3], [0.1, -0.1, 0.3], [0.3, -0.4, -0.6], [-0.6, 0.4, -0.6], [0.2, -0.3, 0.2], [0.0, -0.4, 0.1], [0.1, 0.2, 0.1], [-0.3, 0.1, -0.6], [0.1, 0.4, -0.3], [0.5, 0.3, 0.2], [-0.2, 0.0, 0.0], [0.2, 0.8, -0.2], [0.6, 0.5, 0.7], [0.1, 0.0, 0.4], [-0.2, 0.0, 0.4], [0.1, 0.1, 0.0], [0.5, -0.2, 0.3], [-0.1, 0.3, 0.0], [0.0, 0.1, 0.0], [0.0, -0.1, -0.2], [0.4, 0.0, 0.3], [-0.4, 0.1, 0.1], [0.4, -0.8, -1.4], [0.0, 0.2, 0.9], [0.0, -0.3, 0.0], [0.1, -0.4, -0.6], [-0.1, 0.0, 0.3], [-0.3, -0.1, -0.5], [0.4, -0.5, 0.8], [-0.6, 0.5, -0.8], [1.2, 0.0, 0.6], [-0.1, 0.0, -0.2], [-0.2, -0.1, 0.1], [0.0, 0.1, 0.0], [0.2, 0.1, 0.0], [-0.1, 0.2, 0.6], [0.1, 0.1, -0.5], [0.1, 0.3, 0.0], [0.3, 0.2, -0.2], [0.1, 0.3, 0.5], [-0.2, 0.0, 0.1], [-0.2, 0.1, -0.2], [0.0, 0.0, 0.2], [-0.6, -0.3, 0.0], [-0.3, -0.2, -0.6]], "nbo_charge": [-0.92, -0.27, -0.53, -0.11, -0.27, -0.52, 0.46, 0.43, -0.24, -0.09, -0.55, -0.25, 0.21, 0.16, 0.19, 0.24, 0.20, 0.28, 0.21, 0.25, 0.25, 0.21, 0.17, 0.21, 0.19, 0.17, -0.25, -0.57, -0.09, -0.23, -0.55, 0.48, 0.45, -0.24, -0.08, -0.55, -0.26, 0.20, 0.19, 0.19, 0.20, 0.20, 0.24, 0.21, 0.24, 0.23, 0.18, 0.19, 0.17, 0.18, 0.21]}

***

No. 2
{"formula": "C4H6O3V", "method": "ωB97M-V/def2-TZVPD", "charge": 2, "total_energy_ha": -1324.9384, "fmax_ev_per_a": 4.8, "lumo_energy_ev": [-10.51, -10.43], "gap_ev": [9.44, 9.79], "relative_energy_kcal_mol": 59.8, "spin_multiplicity": 4, "species": ["H", "O", "C", "O", "V", "O", "C", "H", "H", "H", "C", "C", "H", "H"], "positions_angstrom": [[-2.0947, 2.4343, 0.5651], [-0.4048, 0.5712, 0.3063], [0.3379, -0.5485, 0.0004], [0.0855, -1.2448, -0.9688], [-1.2873, -0.5600, -2.1589], [1.2247, -0.7143, 0.8918], [1.9194, -1.9819, 0.9788], [1.1848, -2.7919, 1.0285], [2.5719, -2.0858, 0.1059], [2.5009, -1.9197, 1.9001], [-1.1956, 1.0548, -0.6298], [-1.5748, 2.4182, -0.4108], [-0.7740, 3.1616, -0.4811], [-2.4939, 2.2067, -1.1275]], "forces_ev_per_angstrom": [[0.6, 0.3, 0.2], [0.7, 0.5, 0.1], [0.9, 0.2, 2.6], [0.1, -0.8, -0.8], [-0.8, 0.5, -0.6], [-1.2, 0.6, -0.6], [0.8, -1.0, -0.1], [0.1, 0.2, 0.0], [-0.1, 0.0, 0.2], [-0.2, 0.0, -0.2], [2.1, -1.4, 0.1], [-4.0, -2.3, -1.2], [-0.4, 0.2, -0.5], [1.5, 2.9, 0.7]], "lowdin_spin": [0.00, 0.01, 0.01, 0.02, 2.95, 0.01, 0.00, 0.00, 0.00, 0.00, 0.00, 0.00, 0.00, 0.00]}

***

No. 3
{"formula": "C10H21INO3OsP2", "method": "ωB97M-V/def2-TZVPD", "charge": 3, "total_energy_ha": -1744.0404, "fmax_ev_per_a": 9.3, "lumo_energy_ev": [-11.46, -14.63], "gap_ev": [6.81, 5.27], "spin_multiplicity": 5, "species": ["C", "C", "H", "H", "H", "O", "I", "Os", "P", "C", "C", "H", "H", "H", "H", "H", "H", "C", "H", "H", "H", "P", "C", "C", "H", "H", "H", "C", "H", "H", "H", "H", "H", "H", "C", "O", "O", "C", "N"], "positions_angstrom": [[2.3137, 1.3320, -4.5517], [1.9450, 0.1409, -3.8415], [2.8037, 1.0729, -5.5146], [2.9987, 1.8988, -3.8921], [1.3825, 1.9069, -4.7176], [1.9109, -1.0278, -3.7823], [0.6954, 1.1762, -1.3583], [-0.1776, -0.5088, 0.3434], [-2.3365, -0.0606, -0.5096], [-3.5215, -1.4411, -0.2538], [-3.1918, 1.3009, 0.3834], [-4.1805, 1.4884, -0.0567], [-3.6408, 0.4048, -2.5447], [-2.5914, 2.2146, 0.3285], [-2.0981, 1.3019, -2.5270], [-3.7401, -1.5406, 0.8156], [-3.3180, 1.0266, 1.4390], [-2.5723, 0.3441, -2.2902], [-4.4597, -1.2830, -0.8041], [-2.1093, -0.4265, -2.9142], [-3.0564, -2.3697, -0.6048], [1.7913, -0.0851, 1.5845], [2.2733, -1.4768, 2.6830], [3.3709, 0.3118, 0.7255], [1.2869, 2.1904, 2.2998], [2.5293, 1.4464, 3.3502], [0.8088, 0.9992, 3.5347], [1.5887, 1.2706, 2.8111], [3.2885, 1.2722, 0.2068], [4.2081, 0.3639, 1.4371], [3.2737, -1.3315, 3.1144], [2.2716, -2.4020, 2.0949], [3.5953, -0.4574, -0.0199], [1.5397, -1.5739, 3.4917], [-0.1102, -2.3314, 0.1870], [-0.0758, -3.5066, 0.1088], [-2.0897, -0.8148, 4.1151], [-1.5635, -0.5669, 3.0775], [-1.0428, -0.2591, 2.0511]], "forces_ev_per_angstrom": [[-0.3, 1.3, 0.6], [0.8, -6.8, -1.6], [-0.3, -0.3, 0.5], [-0.2, 0.0, -0.4], [0.5, 0.0, -0.1], [-0.3, 5.5, 0.6], [0.2, 0.8, -0.4], [-0.3, 3.5, 0.6], [-4.1, 0.6, -0.9], [0.9, -0.5, 0.3], [0.8, 0.0, 0.2], [0.3, -0.2, -0.1], [0.2, -0.1, 0.4], [-0.2, 0.0, 0.0], [-0.1, -0.1, 0.1], [0.0, 0.0, -0.2], [0.0, 0.1, -0.3], [0.7, 0.0, -0.1], [0.3, 0.3, 0.0], [-0.1, 0.0, 0.1], [-0.3, 0.0, 0.0], [3.1, 0.6, 2.8], [-0.7, -0.5, -0.6], [-0.3, 0.0, -0.6], [0.1, 0.0, 0.2], [-0.1, -0.2, -0.3], [0.2, 0.1, -0.2], [-0.6, 0.1, -0.5], [0.0, -0.1, 0.2], [-0.5, -0.1, 0.0], [-0.2, 0.3, -0.2], [0.1, 0.0, 0.2], [0.0, 0.0, 0.1], [0.1, 0.0, -0.1], [0.5, -9.2, -1.1], [-0.2, 4.9, 0.4], [1.6, 0.6, -3.1], [-2.8, -1.1, 5.5], [1.1, 0.4, -2.1]], "lowdin_spin": [0.01, 0.02, 0.00, 0.00, 0.00, 0.03, 0.52, 1.66, 0.21, 0.04, 0.02, 0.00, 0.00, 0.00, 0.01, 0.00, 0.00, 0.03, 0.01, 0.00, 0.00, 0.21, 0.04, 0.03, 0.00, 0.00, 0.00, 0.02, 0.01, 0.00, 0.01, 0.00, 0.00, 0.00, 0.19, 0.18, 0.25, 0.11, 0.36]}

***

No. 4
{"formula": "C9H14O", "method": "ωB97M-V/def2-TZVPD", "total_energy_ha": -426.5436, "fmax_ev_per_a": 2.7, "lumo_energy_ev": 0.85, "gap_ev": 9.24, "relative_energy_kcal_mol": 18.3, "smiles": "Cc1ccc(O)cc1.CC", "species": ["C", "C", "H", "H", "H", "H", "H", "H", "C", "C", "C", "C", "C", "C", "C", "O", "H", "H", "H", "H", "H", "H", "H", "H"], "positions_angstrom": [[-3.2367, -0.1069, -0.3024], [-2.9154, -1.5137, -0.7917], [-4.2768, 0.0260, 0.0094], [-2.6093, 0.0324, 0.5725], [-3.1831, 0.6000, -1.1223], [-1.8356, -1.6509, -0.7472], [-3.4505, -2.2853, -0.2376], [-3.2179, -1.7471, -1.8174], [1.6946, 0.4173, 2.7568], [0.3895, 0.7705, -0.7875], [0.5055, 0.8891, 0.6010], [1.4731, 0.3671, -1.5236], [1.6865, 0.5312, 1.2402], [2.6691, 0.0003, -0.8979], [2.7395, 0.0174, 0.4784], [1.4935, 0.2433, -2.8838], [-0.6039, 0.8212, -1.2036], [-0.2227, 1.3374, 1.2558], [0.8615, 0.7151, -3.3495], [3.5150, -0.2607, -1.5182], [0.7153, 0.1495, 3.1379], [1.8748, 1.4299, 3.1194], [3.6516, -0.3462, 0.9377], [2.2826, -0.4369, 3.0736]], "forces_ev_per_angstrom": [[-1.0, -0.7, -0.1], [-0.4, -0.4, -0.5], [0.0, -0.4, 0.2], [0.1, 0.9, -0.1], [0.9, 0.5, 0.2], [0.0, -0.3, 0.1], [0.4, 0.0, 0.5], [0.0, 0.5, -0.1], [-0.7, 0.4, -0.9], [-0.8, -0.1, 0.9], [1.2, 0.2, -0.1], [0.9, -0.2, -0.4], [-0.4, -1.4, 0.3], [-0.4, 0.4, -0.1], [0.1, 0.3, -0.1], [2.0, -1.6, 0.9], [0.0, 0.5, -0.4], [-0.8, -0.2, -0.3], [-2.1, 1.5, -0.9], [0.0, -0.2, 0.0], [-0.5, 0.1, -0.2], [0.7, -0.4, 0.8], [-0.1, 0.1, 0.2], [0.8, 0.6, 0.3]], "nbo_charge": [-0.62, -0.61, 0.20, 0.21, 0.21, 0.21, 0.21, 0.20, -0.64, -0.30, -0.19, 0.30, -0.04, -0.25, -0.20, -0.68, 0.22, 0.21, 0.48, 0.22, 0.21, 0.22, 0.21, 0.22]}

***

No. 5
{"formula": "C4H13NO2", "method": "ωB97M-V/def2-TZVPD", "total_energy_ha": -365.3847, "fmax_ev_per_a": 2.6, "lumo_energy_ev": 0.68, "gap_ev": 9.52, "relative_energy_kcal_mol": 36.3, "smiles": "C=C(N)CC.O.O", "species": ["C", "C", "C", "C", "N", "H", "H", "H", "H", "H", "H", "H", "H", "H", "H", "H", "O", "H", "H", "O"], "positions_angstrom": [[0.1877, -2.0068, 0.8979], [0.7017, -0.8783, 0.0060], [-0.3607, -0.2875, -0.9194], [-1.5001, -0.9452, -1.2870], [-0.0296, 0.9793, -1.4548], [-0.7868, -1.7929, 1.3290], [-0.0733, -2.7844, 0.1406], [0.9194, -2.5121, 1.5180], [1.1042, -0.0189, 0.5570], [1.5278, -1.2830, -0.6051], [-1.9821, -1.4832, -0.4588], [-1.9996, -0.8250, -2.2462], [0.5998, 0.8641, -2.2686], [-0.8322, 1.5157, -1.7460], [2.5319, 3.1799, -0.1207], [1.1438, 2.6258, -0.0644], [1.8516, 2.9388, 0.5180], [-1.2920, 1.3426, 2.6780], [-0.6681, 0.8107, 1.3399], [-1.0435, 0.5606, 2.1868]], "forces_ev_per_angstrom": [[-0.7, -1.1, -2.3], [-0.3, 0.9, 0.7], [-1.0, -1.3, -0.5], [0.8, 0.6, 1.6], [1.3, 0.0, -1.3], [0.4, 0.2, 0.7], [0.1, 0.1, 0.5], [0.0, 0.6, 0.5], [0.2, -0.3, 0.2], [-0.3, 0.3, 0.0], [0.3, -0.8, -1.0], [-0.3, 0.7, 0.5], [-0.2, 0.5, 0.7], [-0.2, -0.3, -0.2], [0.1, 0.1, 0.2], [-0.1, -0.2, 0.2], [-0.1, 0.0, -0.4], [0.1, 0.3, -0.2], [0.0, 0.4, 0.1], [-0.2, -0.6, 0.2]], "nbo_charge": [-0.61, -0.46, 0.19, -0.49, -0.87, 0.23, 0.20, 0.22, 0.21, 0.22, 0.21, 0.20, 0.37, 0.38, 0.46, 0.48, -0.95, 0.48, 0.47, -0.95]}

***

No. 6
{"formula": "C3H12N2O", "method": "ωB97M-V/def2-TZVPD", "total_energy_ha": -306.1947, "fmax_ev_per_a": 1.6, "lumo_energy_ev": 0.93, "gap_ev": 10.46, "relative_energy_kcal_mol": 30.9, "smiles": "C=C.NCO.N", "species": ["C", "C", "N", "H", "H", "H", "H", "H", "H", "H", "H", "N", "C", "O", "H", "H", "H", "H"], "positions_angstrom": [[2.4749, -2.2882, 0.7120], [2.2581, -2.0765, -0.5816], [-1.4371, -0.0572, 3.5912], [3.0776, -1.6283, 1.2881], [-2.3278, 1.7176, -2.3526], [2.0142, -3.1787, 1.1220], [2.7490, -1.2603, -1.0960], [1.5248, -2.6527, -1.1320], [-1.4844, -1.0407, 3.8239], [-2.3079, 0.2430, 3.1729], [-1.3863, 0.4103, 4.4930], [0.2449, 0.8820, -1.6184], [-0.9975, 1.1927, -0.9353], [-1.8332, 2.1222, -1.6309], [0.0120, 0.2034, -2.3334], [0.6593, 1.6972, -2.0471], [-1.5635, 0.2835, -0.8034], [-0.7430, 1.7025, -0.0112]], "forces_ev_per_angstrom": [[-0.7, -0.7, -1.2], [0.1, 0.5, 0.4], [0.2, 0.2, 0.5], [0.5, 0.1, 0.5], [0.2, -0.2, 0.2], [0.0, 0.3, 0.6], [-0.2, 0.1, -0.1], [0.3, -0.2, -0.1], [-0.2, -0.1, -0.3], [-0.1, -0.2, -0.1], [0.1, 0.1, -0.2], [-0.8, -0.7, 0.1], [0.5, 0.8, -0.8], [-0.1, 0.4, 0.0], [0.4, 0.1, -0.2], [-0.1, 0.1, 0.0], [0.1, -0.4, 0.5], [-0.3, -0.2, 0.2]], "nbo_charge": [-0.39, -0.37, -1.06, 0.20, 0.46, 0.19, 0.19, 0.19, 0.36, 0.36, 0.35, -0.84, 0.08, -0.75, 0.35, 0.37, 0.15, 0.17]}

***

Question: What is the formula in the third record?
Answer: C10H21INO3OsP2